Record 1
# C14H14IrN3O2SSi

A molecular structure, C14H14IrN3O2SSi in a non-equilibrium geometry (ωB97M-V/def2-TZVPD, OMol25).

Kohn-Sham gap (alpha / beta): 4.72 / 4.89 eV
E_tot: -44851.522 eV
ΔE to the lowest compared entry with this formula, charge and spin: 258.17 kJ/mol
HOMO level (alpha / beta): -11.80 / -11.79 eV
⟨S²⟩: 0.78
2S+1: 2
total charge: +1
LUMO level (alpha / beta): -7.1 / -6.9 eV

Last column: Mulliken charge in e.
Element x y z (Å)
Ir: 2.0134 -0.5808 -0.4902  1.210
N: 4.0315 0.2829 -1.4292  -0.551
N: 4.0173 1.6660 -1.2991  -0.111
C: 3.0489 2.2113 -0.4022  0.636
O: 2.8532 3.3918 -0.4315  -0.493
O: 2.4743 1.3157 0.3358  -0.753
H: 4.6240 -0.1188 -0.7046  0.402
H: 4.3677 0.0038 -2.3466  0.256
H: 4.1819 2.2174 -2.1294  0.291
C: -2.5919 3.5357 1.0511  -0.464
C: -1.2085 3.5325 1.0923  -0.695
C: -0.4935 2.4713 0.5454  -0.163
C: -1.1817 1.4530 -0.1079  0.566
C: -2.5712 1.4470 -0.1413  -0.382
C: -3.2730 2.4995 0.4257  -0.602
Si: -0.2049 0.0784 -1.0738  0.158
C: -1.0318 -1.3447 -0.0444  0.189
C: -0.7625 -1.4950 1.3171  0.150
C: -1.2527 -2.6096 1.9841  -0.763
C: -1.9976 -3.5556 1.2944  -0.409
C: -2.2653 -3.3967 -0.0627  -0.575
C: -1.7942 -2.2814 -0.7393  -0.495
H: -3.1458 4.3301 1.5334  0.388
H: -0.6655 4.3485 1.5505  0.424
H: 0.5834 2.4753 0.6225  0.339
H: -3.1120 0.6300 -0.6041  0.355
H: -4.3540 2.4948 0.3954  0.391
H: -0.8459 0.1455 -2.4103  -0.117
H: -0.1909 -0.7492 1.8578  0.433
H: -1.0507 -2.7297 3.0398  0.415
H: -2.3789 -4.4235 1.8155  0.419
H: -2.8400 -4.1347 -0.6065  0.400
H: -2.0051 -2.1549 -1.7930  0.385
S: 3.4892 -4.9961 -0.8963  -0.234
C: 2.9740 -3.5354 -0.6518  0.725
N: 2.5589 -2.4245 -0.4964  -0.726

=====

Record 2
# C3H8OS2

2 unconnected molecules or ions with the total composition C3H8OS2 in a non-equilibrium geometry (ωB97M-V/def2-TZVPD, OMol25).

Kohn-Sham gap: 8.79 eV
E_tot: -26957.073 eV
ΔE to the lowest compared entry with this formula, charge and spin: 148.19 kJ/mol
HOMO level: -8.32 eV
total charge: 0
SMILES: C=CO.CSS
LUMO level: 0.5 eV

Last column: Mulliken charge in e.
Element x y z (Å)
C: -1.5192 -1.4474 0.3602  -0.654
C: -1.9751 -0.2896 -0.1184  -0.103
O: -1.5433 0.9396 0.3488  -0.496
H: -1.6610 -2.2755 -0.3255  0.246
H: -1.1704 -1.5878 1.3695  0.293
H: -2.7049 -0.1182 -0.8963  0.385
H: -0.6605 0.7806 0.7058  0.312
C: 1.1241 0.4877 -1.2065  -0.795
S: 1.7906 -0.2550 0.3040  -0.052
S: 2.7064 1.2952 1.3376  -0.202
H: 0.2861 -0.1345 -1.5057  0.238
H: 0.7342 1.4318 -0.8427  0.330
H: 1.8179 0.5295 -2.0426  0.341
H: 2.7752 0.6437 2.5118  0.156

=====

Record 3
# C11H16N2

A single C11H16N2 molecule in a non-equilibrium geometry (ωB97M-V/def2-TZVPD, OMol25).

Kohn-Sham gap: 9.62 eV
E_tot: -14644.139 eV
ΔE to the lowest compared entry with this formula, charge and spin: 281.32 kJ/mol
HOMO level: -8.76 eV
total charge: 0
SMILES: CC1=CC[C@H](c2cn[nH]c2)C1(C)C
LUMO level: 0.9 eV

Last column: Mulliken charge in e.
Element x y z (Å)
C: 2.1366 -1.7202 -1.0232  -2.348
C: 0.7792 -1.1304 -1.0460  0.766
C: 0.2147 -0.3518 -1.9552  -0.517
C: -1.1814 0.0733 -1.5939  -1.141
C: -1.0729 0.1711 -0.0698  -0.138
C: -0.7016 1.5198 0.3794  -0.180
C: 0.3138 2.3265 -0.1918  -0.104
N: 0.4480 3.4758 0.4026  -0.840
N: -0.4406 3.4406 1.4100  0.147
C: -1.1854 2.2974 1.3902  -1.041
C: -0.0241 -1.0140 0.2543  1.650
C: 0.6929 -0.5270 1.5129  -1.866
C: -0.8222 -2.3489 0.5069  -1.354
H: 2.7844 -1.0046 -0.7495  0.478
H: 2.5174 -1.8953 -1.9500  0.587
H: 2.1746 -2.5396 -0.4532  0.492
H: 0.6325 -0.1536 -3.0081  0.240
H: -1.4089 0.9304 -2.2054  0.450
H: -1.8179 -0.6449 -1.9310  0.435
H: -1.9279 -0.1619 0.3573  0.976
H: 1.0409 2.2657 -1.0084  0.499
H: -0.8218 4.2915 1.7881  0.248
H: -2.0447 2.0784 2.0284  0.433
H: 1.1474 0.4195 1.4126  0.493
H: 1.5629 -1.1679 1.6740  0.456
H: 0.0984 -0.4544 2.4881  0.253
H: -1.5202 -2.4067 -0.4191  0.305
H: -1.5018 -2.4906 1.3809  0.362
H: -0.0723 -3.2783 0.6190  0.256

=====

Q: E_tot of number 3 (C11H16N2)?
A: -14644.139 eV

=====

Q: E_tot of number 2 (C3H8OS2)?
A: -26957.073 eV

=====

Q: Which formula does entry 1 have?
A: C14H14IrN3O2SSi